No. 1
# C21H31ClLaN2O5S

A molecular structure, C21H31ClLaN2O5S (ωB97M-V with the def2-TZVPD basis set, OMol25).

The geometry in XYZ format:
```
62
Properties=species:S:1:pos:R:3
La 0.530 0.111 1.072
Cl -2.065 -0.518 1.492
N 0.715 -2.169 0.209
N -0.368 2.224 0.170
C 0.106 -2.934 -0.676
C -1.298 2.590 -0.691
C 1.074 -3.015 1.393
C 0.276 -4.292 1.121
C 0.681 -2.423 2.750
C 2.584 -3.250 1.359
H -0.374 -2.095 2.732
H 1.336 -1.585 3.064
H 0.796 -3.218 3.501
H 2.826 -3.878 0.492
H 2.891 -3.762 2.281
H 3.139 -2.301 1.275
C -0.432 3.150 1.351
C -1.747 3.893 1.100
C 0.775 4.087 1.310
C -0.480 2.456 2.714
H -1.256 1.670 2.716
H -0.750 3.220 3.457
H 0.496 2.033 3.026
H 0.714 4.700 0.401
H 1.725 3.532 1.317
H 0.741 4.738 2.193
O -2.190 3.466 -0.226
H -1.623 4.986 1.084
H -2.529 3.606 1.813
O -0.267 -4.132 -0.231
H -0.575 -4.400 1.804
H 0.904 -5.196 1.135
C -0.138 -2.634 -2.116
C -1.441 2.208 -2.129
C -1.811 0.777 -2.458
H -0.461 2.414 -2.599
H -2.207 2.867 -2.542
C -0.891 -0.239 -2.180
C -1.171 -1.581 -2.456
H 0.109 0.032 -1.805
C -2.361 -1.900 -3.128
C -3.274 -0.887 -3.412
C -2.676 -3.301 -3.565
C -3.001 0.449 -3.129
H -4.217 -1.146 -3.883
C -3.987 1.493 -3.567
H -4.833 1.014 -4.071
H -3.550 2.203 -4.282
H -4.398 2.064 -2.723
H -1.941 -3.685 -4.286
H -3.651 -3.320 -4.064
H -2.730 -4.003 -2.722
H -0.439 -3.578 -2.577
H 0.832 -2.293 -2.525
C 4.791 -0.206 2.015
S 3.407 0.918 1.774
O 2.304 0.428 2.718
O 3.829 2.281 2.041
O 2.879 0.675 0.388
H 5.608 0.394 2.437
H 5.078 -0.617 1.034
H 4.510 -0.996 2.727
```

Calculated values
ΔE to the lowest compared entry with this formula, charge and spin, eV: 0.000
Net charge: -1
Highest occupied orbital energy (spin up / spin down), eV: -0.70 / -0.54

***

No. 2
# F6Li2N3O12S6

A molecular structure, F6Li2N3O12S6 (ωB97M-V with the def2-TZVPD basis set, OMol25).

The geometry in XYZ format:
```
29
Properties=species:S:1:pos:R:3
Li 0.278 0.372 -0.293
Li -1.498 1.466 0.608
N 2.218 0.581 -0.617
S 2.156 -0.783 -1.626
O 0.809 -1.304 -1.555
O 3.195 -1.775 -1.703
F 2.277 0.040 -2.982
S 3.295 0.077 0.380
O 4.678 0.214 0.015
O 2.913 -1.050 1.177
F 3.113 1.329 1.379
N -1.547 0.622 -1.101
S -2.926 -0.358 -1.373
O -2.666 -1.598 -2.006
O -4.099 0.411 -1.618
F -3.107 -0.686 0.168
S -1.475 1.111 -2.601
O -2.025 2.428 -2.805
O -1.371 0.185 -3.681
F 0.110 1.581 -2.453
N -0.505 0.084 1.526
S -0.122 0.716 3.095
O 1.240 0.678 3.538
O -1.211 0.685 4.023
F -0.266 2.197 2.502
S -0.828 -1.387 2.075
O -2.167 -1.697 2.419
O 0.210 -2.001 2.853
F -0.682 -2.137 0.657
```

Calculated values
ΔE to the lowest compared entry with this formula, charge and spin, eV: 2.073
Net charge: -1
Highest occupied orbital energy, eV: -7.93

***

No. 3
# C26H19Cl2F3NO2SSbTl

A molecular structure, C26H19Cl2F3NO2SSbTl (ωB97M-V with the def2-TZVPD basis set, OMol25).

The geometry in XYZ format:
```
56
Properties=species:S:1:pos:R:3
Tl 3.296 1.270 -1.470
N 5.321 0.912 0.061
C 5.277 -0.493 0.510
C 3.850 -0.958 0.842
O 3.718 -2.019 1.440
O 2.892 -0.216 0.417
H 6.249 1.130 -0.288
H 5.162 1.515 0.863
H 5.905 -0.691 1.379
H 5.618 -1.137 -0.303
Cl 2.901 3.708 0.370
C 1.418 4.428 0.936
C 1.456 5.800 1.103
C 0.346 6.467 1.587
C -0.762 5.749 1.983
C -0.781 4.369 1.857
Cl -2.128 3.563 2.592
C 0.277 3.666 1.248
S 0.331 1.919 0.919
H 2.358 6.337 0.850
H 0.360 7.543 1.688
H -1.613 6.250 2.423
F -6.194 -4.225 0.467
C -4.979 -3.684 0.634
C -4.810 -2.711 1.601
C -3.554 -2.141 1.752
C -2.498 -2.535 0.937
C -2.687 -3.539 -0.006
C -3.938 -4.123 -0.161
Sb -0.587 -1.480 1.217
C -1.410 0.080 -0.156
C -1.376 1.499 0.204
C -1.760 2.471 -0.821
C -2.235 2.040 -2.008
F -2.596 2.919 -2.941
C -2.358 0.669 -2.300
C -1.908 -0.279 -1.393
C 0.428 -2.477 -0.408
C 0.914 -1.788 -1.516
C 1.687 -2.426 -2.474
C 1.968 -3.769 -2.306
F 2.701 -4.396 -3.235
C 1.525 -4.477 -1.207
C 0.763 -3.819 -0.253
H -5.644 -2.421 2.226
H -3.407 -1.385 2.516
H -1.867 -3.883 -0.624
H -4.108 -4.915 -0.879
H -1.995 1.636 1.104
H -1.694 3.531 -0.614
H -2.802 0.379 -3.246
H -1.986 -1.330 -1.642
H 0.678 -0.740 -1.653
H 2.056 -1.904 -3.348
H 1.776 -5.525 -1.107
H 0.444 -4.362 0.630
```

Calculated values
ΔE to the lowest compared entry with this formula, charge and spin, eV: 1.150
Net charge: +1
Highest occupied orbital energy, eV: -11.04

***

No. 4
# C3H7O3

2 unconnected molecules or ions with the total composition C3H7O3 (ωB97M-V with the def2-TZVPD basis set, OMol25).

The geometry in XYZ format:
```
13
Properties=species:S:1:pos:R:3
C 2.514 0.777 -1.422
C 1.175 0.583 -0.616
O 0.392 1.479 -1.000
O 1.068 -0.514 -0.094
H 3.081 -0.156 -1.417
H 2.973 1.731 -1.049
H 2.211 0.934 -2.477
C -1.757 -0.808 1.781
O -3.064 -1.170 1.163
H -2.835 -1.877 0.538
H -1.938 -0.673 2.861
H -1.154 -1.663 1.590
H -1.551 0.109 1.212
```

Calculated values
Spin multiplicity: 2
ΔE to the lowest compared entry with this formula, charge and spin, eV: 1.622
Net charge: 0
Highest occupied orbital energy (spin up / spin down), eV: -10.02 / -10.03

***

No. 5
# C4H11NO

2 unconnected molecules or ions with the total composition C4H11NO (ωB97M-V with the def2-TZVPD basis set, OMol25).

The geometry in XYZ format:
```
17
Properties=species:S:1:pos:R:3
C 1.425 -0.338 1.489
C 0.013 -0.544 0.996
C -0.568 0.316 -0.087
C -0.668 -1.640 1.388
N -0.257 -2.455 2.479
H 2.039 0.202 0.768
H 1.519 0.120 2.473
H 1.936 -1.308 1.516
H -0.781 1.317 0.288
H 0.179 0.597 -0.846
H -1.367 -0.216 -0.589
H -1.671 -1.754 1.007
H 0.404 -1.978 3.082
H 0.289 -3.260 2.204
O -0.069 3.711 -4.966
H -0.932 3.833 -5.327
H -0.066 2.762 -4.814
```

Calculated values
Structure (SMILES): CC(C)=CN.O
ΔE to the lowest compared entry with this formula, charge and spin, eV: 1.476
Net charge: 0
Highest occupied orbital energy, eV: -8.51

***

No. 6
# C38H90F6O34S10

12 unconnected molecules or ions with the total composition C38H90F6O34S10 (ωB97M-V with the def2-TZVPD basis set, OMol25).

The geometry in XYZ format:
```
178
Properties=species:S:1:pos:R:3
C 15.599 19.840 17.708
C 14.128 19.405 18.132
O 13.236 20.470 18.218
C 13.358 21.186 19.351
O 14.066 20.971 20.294
C 12.355 22.367 19.416
F 11.489 22.281 18.394
F 11.597 22.236 20.509
F 13.096 23.544 19.445
H 16.225 18.932 17.729
H 15.996 20.542 18.410
H 15.679 20.246 16.696
H 14.352 18.926 19.128
H 13.737 18.685 17.472
C 13.336 14.129 10.016
C 14.212 15.250 9.463
O 13.966 16.579 10.025
C 14.386 17.539 9.257
O 14.893 17.448 8.149
C 13.933 18.882 9.832
F 13.519 18.803 11.106
F 14.854 19.864 9.704
F 12.872 19.308 9.146
H 13.065 13.523 9.158
H 12.336 14.420 10.414
H 13.769 13.466 10.730
H 14.233 15.313 8.374
H 15.244 15.003 9.706
C 23.194 19.169 14.634
C 22.958 18.714 16.095
O 21.638 19.027 16.598
S 20.910 17.825 17.356
C 20.684 16.645 16.103
O 21.817 17.190 18.319
O 19.611 18.366 17.732
H 22.400 18.734 14.034
H 24.059 18.681 14.280
H 23.244 20.226 14.416
H 23.228 17.674 16.179
H 23.657 19.286 16.739
H 21.664 16.424 15.698
H 20.009 16.971 15.339
H 20.332 15.739 16.612
C 13.855 12.649 13.724
C 14.429 12.018 15.015
O 15.492 11.168 14.550
S 16.171 10.014 15.447
C 17.460 10.873 16.513
O 15.092 9.506 16.269
O 16.884 9.271 14.446
H 13.050 13.377 13.772
H 13.553 11.855 13.005
H 14.705 13.197 13.280
H 14.783 12.708 15.764
H 13.701 11.413 15.577
H 17.000 11.402 17.314
H 18.010 11.570 15.841
H 18.107 10.077 16.868
C 14.575 13.091 18.350
C 15.097 13.099 19.838
O 16.010 14.283 20.049
S 15.314 15.674 20.352
C 16.672 16.460 21.192
O 15.187 16.401 19.106
O 14.133 15.496 21.176
H 15.495 13.223 17.661
H 13.911 13.913 18.128
H 14.073 12.178 17.987
H 14.325 13.265 20.585
H 15.738 12.257 20.095
H 16.320 17.520 21.244
H 17.525 16.400 20.505
H 16.910 16.018 22.139
C 9.883 18.561 10.738
C 9.784 18.583 12.259
O 10.900 17.847 12.740
S 11.123 17.684 14.343
C 11.985 19.247 14.776
O 9.904 17.637 15.115
O 12.128 16.637 14.467
H 9.151 19.189 10.213
H 9.752 17.515 10.456
H 10.859 18.938 10.378
H 9.819 19.565 12.730
H 8.887 18.063 12.605
H 11.981 19.192 15.871
H 11.349 20.084 14.547
H 12.984 19.352 14.325
C 20.687 21.129 11.784
C 20.539 19.615 11.916
O 20.478 19.170 10.549
S 20.235 17.649 10.259
C 18.514 17.434 9.892
O 20.907 17.415 9.018
O 20.626 16.944 11.459
H 20.365 21.662 12.667
H 19.915 21.438 11.070
H 21.625 21.502 11.418
H 21.456 19.102 12.231
H 19.707 19.233 12.495
H 18.010 17.894 10.731
H 18.338 16.373 9.968
H 18.224 17.877 8.940
C 16.465 23.660 13.120
C 16.446 22.454 14.037
O 17.126 21.369 13.400
S 16.738 19.922 13.799
C 17.934 19.507 14.951
O 15.449 19.897 14.413
O 16.819 19.137 12.574
H 16.120 23.449 12.120
H 17.508 23.963 13.028
H 15.905 24.434 13.646
H 17.057 22.797 14.905
H 15.458 22.092 14.334
H 18.091 20.225 15.729
H 18.859 19.256 14.450
H 17.455 18.573 15.367
C 11.072 15.168 18.440
C 11.049 16.688 18.716
O 10.525 16.905 19.983
S 10.788 18.346 20.611
C 12.123 18.116 21.700
O 11.121 19.161 19.440
O 9.618 18.617 21.394
H 11.627 14.623 19.190
H 11.452 14.916 17.453
H 10.040 14.812 18.455
H 12.096 16.977 18.673
H 10.549 17.229 17.916
H 13.085 17.895 21.282
H 11.943 17.290 22.405
H 12.194 19.037 22.266
C 16.772 11.521 8.264
C 18.097 12.367 8.257
O 18.756 12.427 9.548
S 18.016 13.140 10.847
C 17.784 11.784 12.027
O 18.953 14.118 11.312
O 16.678 13.598 10.525
H 17.066 10.560 8.754
H 16.406 11.373 7.247
H 16.039 12.035 8.923
H 18.779 11.963 7.502
H 17.760 13.347 7.961
H 17.175 11.036 11.572
H 17.170 12.107 12.845
H 18.750 11.350 12.265
C 14.729 15.841 15.979
C 16.251 15.970 16.268
O 16.952 16.649 15.126
S 17.170 15.751 13.803
C 15.688 15.929 12.681
O 18.280 16.382 13.138
O 17.203 14.355 14.171
H 14.475 16.789 15.486
H 14.069 15.609 16.826
H 14.473 15.116 15.209
H 16.408 16.658 17.080
H 16.750 14.977 16.409
H 15.596 16.996 12.543
H 14.800 15.551 13.159
H 16.003 15.463 11.756
C 20.138 13.141 15.112
C 21.118 13.175 13.955
O 21.873 14.395 14.156
S 23.276 14.563 13.424
C 22.908 14.821 11.765
O 23.827 15.751 14.054
O 24.028 13.375 13.612
H 19.417 12.368 14.925
H 19.625 14.095 15.101
H 20.558 12.989 16.104
H 21.756 12.308 13.903
H 20.594 13.233 13.016
H 22.102 15.566 11.755
H 22.651 13.850 11.322
H 23.834 15.141 11.272
```

Calculated values
Structure (SMILES): CCOC(=O)C(F)(F)F.CCOC(=O)C(F)(F)F.CCOS(C)(=O)=O.CCOS(C)(=O)=O.CCOS(C)(=O)=O.CCOS(C)(=O)=O.CCOS(C)(=O)=O.CCOS(C)(=O)=O.CCOS(C)(=O)=O.CCOS(C)(=O)=O.CCOS(C)(=O)=O.CCOS(C)(=O)=O
ΔE to the lowest compared entry with this formula, charge and spin, eV: 0.000
Net charge: 0
Highest occupied orbital energy, eV: -10.89

***

| no. | maximum force (Eh/bohr) |
| --- | --- |
| 1 | 0.0627 |
| 2 | 0.1559 |
| 3 | 0.0175 |
| 4 | 0.0584 |
| 5 | 0.0339 |
| 6 | 0.0789 |